Record 1
Molecular formula: C28H54ClHfNO2P2Si2
Method: DFT, ωB97M-V with the def2-TZVPD basis set

Results
Highest occupied orbital energy   -4.0 eV
Kohn-Sham gap   4.39 eV
Calculated total energy   -3074.498901 Ha
LUMO level   0.0148 Eh

Last column: Mulliken charge in e.
CARTESIAN COORDINATES (ANGSTROEM)
Hf  -0.064  -0.031  0.005  0.681
C  -1.475  -0.025  1.938  -0.939
C  -1.810  1.155  1.206  -0.195
C  -2.426  0.709  -0.023  -0.309
Si  -1.608  2.877  1.937  -0.124
C  -2.439  -0.712  -0.040  -0.359
C  -1.829  -1.190  1.186  -0.281
Si  -1.632  -2.931  1.862  -0.114
H  -1.105  -0.034  2.961  1.038
H  -2.859  1.359  -0.776  0.566
H  -2.878  -1.339  -0.802  0.586
Cl  1.962  0.174  -3.025  -0.123
C  -1.386  -2.868  3.706  -1.043
C  -3.133  -3.947  1.414  -1.066
C  -1.347  2.767  3.777  -1.065
C  -3.109  3.911  1.533  -1.057
H  -4.015  -3.498  1.895  0.371
H  -3.009  -4.962  1.815  0.347
H  -3.335  -4.023  0.340  0.353
H  -0.747  -2.030  4.021  0.194
H  -0.928  -3.807  4.043  0.354
H  -2.359  -2.765  4.205  0.293
H  -3.997  3.427  1.964  0.377
H  -3.289  4.063  0.464  0.335
H  -2.997  4.896  2.008  0.352
H  -2.318  2.667  4.283  0.299
H  -0.875  3.694  4.129  0.355
H  -0.717  1.916  4.072  0.197
C  -0.053  -3.533  1.000  -1.417
C  -0.039  3.512  1.079  -1.367
P  0.182  -2.720  -0.623  0.804
H  -0.086  -4.622  0.860  0.832
H  0.803  -3.297  1.652  0.300
P  0.185  2.739  -0.565  0.765
H  0.827  3.265  1.714  0.333
H  -0.081  4.604  0.965  0.840
C  1.687  3.586  -1.265  0.788
C  -1.180  3.663  -1.497  1.119
C  -1.179  -3.613  -1.583  1.155
C  1.682  -3.546  -1.341  0.734
C  2.850  -2.611  -1.594  -0.948
H  1.304  -3.909  -2.309  0.279
C  2.211  -4.721  -0.518  -1.714
H  2.564  -4.388  0.467  0.283
H  3.074  -5.144  -1.047  0.515
H  1.483  -5.525  -0.381  0.286
H  2.575  -1.783  -2.261  -0.197
H  3.656  -3.177  -2.081  0.573
H  3.231  -2.180  -0.660  0.118
H  -2.105  -3.358  -1.046  -0.689
C  -1.057  -5.145  -1.612  -1.659
C  -1.278  -3.076  -3.013  -1.286
H  -1.092  -5.609  -0.619  0.300
H  -0.148  -5.477  -2.130  0.313
H  -1.910  -5.544  -2.180  0.476
H  -1.544  -2.013  -3.042  0.079
H  -2.055  -3.648  -3.542  0.501
H  -0.334  -3.221  -3.558  0.266
H  -2.102  3.391  -0.962  -0.632
C  -1.286  3.169  -2.942  -1.285
C  -1.060  5.196  -1.486  -1.644
H  -1.096  5.633  -0.481  0.302
H  -1.913  5.607  -2.045  0.477
H  -0.150  5.542  -1.995  0.316
H  -1.556  2.108  -3.002  0.092
H  -0.344  3.331  -3.486  0.262
H  -2.064  3.760  -3.451  0.503
C  2.862  2.670  -1.531  -0.902
C  2.221  4.739  -0.417  -1.737
H  1.304  3.971  -2.222  0.272
H  2.580  4.381  0.557  0.286
H  1.496  5.541  -0.256  0.298
H  3.083  5.173  -0.940  0.521
H  3.225  2.192  -0.616  0.145
H  3.669  3.243  -2.004  0.576
H  2.586  1.870  -2.239  -0.287
C  0.568  0.020  -4.185  -0.825
H  -0.560  0.007  -4.009  0.124
H  0.819  0.807  -4.917  0.421
H  0.842  -0.847  -4.789  0.429
O  0.562  -0.102  4.239  -0.768
C  1.418  -0.074  3.348  -0.141
C  2.922  -0.070  3.475  -0.753
C  3.471  -0.022  2.053  -0.628
C  2.231  -0.008  1.258  0.252
O  2.080  0.022  -0.037  -0.585
N  1.118  -0.037  1.981  1.340
H  3.224  0.809  4.051  0.282
H  3.237  -0.974  4.003  0.283
H  4.070  0.879  1.872  0.294
H  4.094  -0.891  1.810  0.307

***

Record 2
Molecular formula: C14H11Cl5MnN7S2
Method: DFT, ωB97M-V with the def2-TZVPD basis set

Results
⟨S²⟩   6.134
Highest occupied orbital energy (spin up / spin down)   -7.6 / -7.6 eV
Kohn-Sham gap (spin up / spin down)   6.52 / 7.04 eV
Calculated total energy   -5171.763525 Ha
LUMO level (spin up / spin down)   -0.0382 / -0.0207 Eh
Multiplicity   5
ΔE to the lowest compared entry with this formula, charge and spin   11.0 kcal/mol

Last column: Mulliken charge in e.
CARTESIAN COORDINATES (ANGSTROEM)
Mn  0.213  1.136  0.375  -0.711
C  -2.110  -3.615  0.833  -1.180
N  -1.808  -2.441  0.025  0.138
C  -1.583  -2.608  -1.410  -1.184
C  -1.526  -1.238  0.568  0.446
N  -1.289  -0.170  -0.118  -0.439
N  -1.505  -1.219  1.963  -0.059
C  -0.911  -0.287  2.794  0.598
N  -1.115  -0.525  4.114  -0.389
N  -0.213  0.685  2.337  -0.123
H  -2.457  -4.405  0.175  0.376
H  -2.931  -3.427  1.528  0.411
H  -1.232  -3.979  1.372  0.384
H  -1.537  -3.671  -1.628  0.368
H  -0.624  -2.170  -1.694  0.429
H  -2.385  -2.167  -2.005  0.348
H  -1.333  -0.326  -1.114  0.278
H  -1.818  -2.056  2.418  0.133
H  -1.525  -1.384  4.432  0.178
H  -0.553  -0.020  4.776  0.218
H  0.225  1.256  3.047  0.124
Cl  2.038  0.736  -2.822  -0.122
C  0.758  1.880  -2.665  0.797
C  0.126  2.038  -1.446  -1.451
C  -0.873  2.975  -1.364  1.647
Cl  -1.611  3.166  0.238  -0.224
C  -1.298  3.764  -2.422  -0.328
Cl  -2.556  4.917  -2.222  -0.189
C  -0.662  3.581  -3.647  0.590
Cl  -1.146  4.521  -5.002  -0.178
C  0.368  2.644  -3.768  0.022
Cl  1.153  2.438  -5.282  -0.178
S  2.335  1.879  0.812  -0.327
C  2.861  0.197  0.735  0.904
S  1.692  -0.979  0.289  -0.382
C  4.181  -0.067  0.987  0.235
C  4.686  -1.412  0.922  -0.049
N  5.091  -2.489  0.870  -0.510
C  5.086  0.991  1.355  -0.111
N  5.789  1.856  1.643  -0.490

***

Record 3
Molecular formula: C16H15Br2HgN4O5
Method: DFT, ωB97M-V with the def2-TZVPD basis set

Results
⟨S²⟩   0.767
Highest occupied orbital energy (spin up / spin down)   0.5 / -3.0 eV
Kohn-Sham gap (spin up / spin down)   3.66 / 7.22 eV
Total charge   -2
Calculated total energy   -6515.495054 Ha
LUMO level (spin up / spin down)   0.1543 / 0.1542 Eh
Multiplicity   2
ΔE to the lowest compared entry with this formula, charge and spin   0.0 kcal/mol

Last column: Mulliken charge in e.
CARTESIAN COORDINATES (ANGSTROEM)
Hg  0.472  -0.451  1.697  0.966
N  -0.376  2.025  1.773  -0.288
C  -0.014  2.280  3.154  -0.764
C  -0.374  1.128  4.112  0.715
O  -0.737  1.412  5.263  -0.776
N  -0.259  -0.099  3.612  -0.160
C  -0.724  -1.233  4.381  -0.421
C  -1.145  -2.453  3.526  0.332
O  -1.661  -3.387  4.157  -0.786
O  -0.943  -2.401  2.274  -0.601
H  -1.334  2.247  1.545  0.090
H  0.275  2.354  1.071  0.240
H  1.069  2.420  3.205  0.279
H  -0.477  3.174  3.581  0.270
H  0.035  -1.579  5.092  0.204
H  -1.587  -0.940  4.982  0.307
C  -1.246  -2.538  -0.907  -1.449
C  -1.601  -1.084  -1.008  0.784
C  -1.097  -0.277  -2.026  -0.225
C  -1.406  1.072  -2.058  -0.410
C  -2.241  1.540  -1.059  0.020
Br  -2.720  3.404  -1.071  -0.233
N  -2.739  0.826  -0.083  -0.584
C  -2.408  -0.472  -0.055  -0.411
H  -1.036  -2.949  -1.896  0.467
H  -2.045  -3.108  -0.434  0.462
H  -0.357  -2.662  -0.289  0.146
H  -0.443  -0.696  -2.780  0.548
H  -0.996  1.731  -2.809  0.437
H  -2.785  -1.049  0.783  0.396
Br  3.235  2.343  -5.460  -0.311
C  2.812  0.899  -4.258  0.352
C  2.843  -0.393  -4.774  -0.481
N  2.551  -1.465  -3.962  -0.752
C  2.251  -1.220  -2.709  -0.124
C  2.189  0.064  -2.107  0.438
C  2.500  1.186  -2.958  -0.925
C  1.777  0.268  -0.745  0.614
O  1.708  1.402  -0.226  -0.817
O  1.448  -0.835  -0.070  -0.875
H  3.090  -0.591  -5.808  0.372
H  2.019  -2.082  -2.089  0.483
H  2.475  2.191  -2.566  0.474